60
Properties=species:S:1:pos:R:3:forces:R:3:nbo_charge:R:1 method="wB97M-V/def2-TZVPD" gap_ha=0.3588 molar_mass_g_mol=308.46 relative_energy_kcal_mol=20.5 e_homo_ev=-9.267 energy_ha=-1045.91975 charge=0
C 0.9932 -0.5485 -4.1519 -0.7661 -1.6181 0.4375 -0.63
C 0.3758 -0.9377 -2.8009 1.9109 -0.6510 0.4018 0.10
C 1.1266 -2.0829 -2.1189 -0.5916 -0.7202 -0.3435 -0.63
O 0.6135 0.1345 -1.9160 -0.8079 0.8197 0.0690 -0.76
H 0.8411 -1.4419 -4.7575 0.0590 0.1152 -0.5533 0.21
H 2.0709 -0.4273 -4.0423 -0.1409 0.5151 -0.0696 0.21
H 0.4282 0.2742 -4.5902 0.4403 0.1834 -0.0415 0.22
H -0.6718 -1.2133 -2.9220 -0.2670 0.2905 0.1481 0.17
H 1.0855 -2.9736 -2.7459 0.5385 -0.0027 -0.2440 0.21
H 0.6606 -2.4377 -1.1996 -0.3308 0.4913 0.1643 0.22
H 2.1363 -1.7769 -1.8451 0.1068 -0.0863 -0.3883 0.21
H 0.1956 0.8692 -2.3712 0.0390 0.7978 0.1834 0.49
C 1.3069 -0.2061 3.6685 -0.0781 -0.1770 0.2940 -0.64
C 1.6124 -1.6615 3.4526 0.6991 -0.4138 0.4948 -0.06
O 1.3958 -1.9343 2.0837 -0.0034 -0.1892 -0.6871 -0.75
H 0.2349 -0.0563 3.5406 0.1296 0.4194 -0.2836 0.22
H 1.9332 0.3315 2.9566 -0.4465 0.2982 -0.1161 0.22
H 1.5796 0.1563 4.6596 0.0074 -0.2717 0.0945 0.22
H 1.0288 -2.3716 4.0386 -0.2336 0.2455 0.3176 0.17
H 2.6637 -1.8504 3.6698 0.1824 -0.0302 0.1844 0.16
H 1.6877 -2.8245 1.8743 -0.0669 -0.0478 -0.0250 0.49
C -2.2488 -3.9374 3.0042 -0.2044 0.5254 -0.0840 -0.63
C -2.1211 -2.7295 2.0763 -0.8795 0.9647 0.0963 -0.06
O -3.4219 -2.1199 1.9667 -0.1041 -1.2182 0.2897 -0.77
H -2.7731 -4.7412 2.4874 0.2185 -0.1242 -0.0103 0.21
H -2.8767 -3.6731 3.8550 -0.0006 0.1815 0.0023 0.22
H -1.2995 -4.2753 3.4198 0.1084 -0.1166 -0.3067 0.20
H -1.7526 -2.9830 1.0824 0.0674 -0.3448 -0.1299 0.15
H -1.4717 -1.9261 2.4241 0.4597 -0.3498 0.4657 0.16
H -3.3390 -1.2342 1.6057 0.3437 0.4459 -0.3076 0.50
C 0.5533 3.5961 -1.0758 0.1021 -0.4211 1.2255 -0.64
C -0.7347 2.9054 -1.4684 -0.3206 1.6740 0.0468 -0.08
O -0.6919 2.6995 -2.8627 -0.2237 -1.3408 -0.8793 -0.75
H 0.5894 3.7108 0.0076 0.0890 0.0474 0.1378 0.22
H 0.7147 4.5926 -1.4869 -0.3061 -0.0797 -0.3103 0.20
H 1.3983 2.9605 -1.3407 0.0060 0.0464 -0.1039 0.21
H -1.6228 3.5083 -1.2785 0.0144 0.3757 0.3771 0.17
H -0.9501 1.9963 -0.9069 0.5250 -0.3041 -0.4132 0.19
H -0.8024 3.5360 -3.3205 0.0398 0.0052 0.1121 0.48
C -4.7834 0.5315 -0.7853 0.2394 -1.4850 0.1760 -0.62
C -3.3082 0.1351 -0.6952 -0.3949 0.9813 -0.5094 -0.06
O -2.7997 0.2575 0.5910 -0.9937 0.6236 1.2987 -0.78
H -5.0163 0.5232 -1.8501 -0.2236 0.3422 -0.0113 0.20
H -5.0029 1.4877 -0.3103 0.1117 -0.0773 -0.1181 0.21
H -5.3735 -0.2751 -0.3503 -0.3339 0.2508 0.2713 0.21
H -2.8778 0.8914 -1.3517 0.8916 -0.3472 -0.3128 0.15
H -3.1233 -0.8893 -1.0186 -0.1707 0.0115 -0.6211 0.16
H -1.8403 0.2810 0.6141 0.6787 -0.3731 -0.1462 0.52
C 3.2901 1.3701 0.6286 0.5374 0.0386 -0.7417 -0.63
C 3.9579 2.3370 -0.3572 -0.2134 -0.4208 0.3068 -0.06
O 3.7774 3.6536 0.1270 -0.1926 0.2286 -0.0966 -0.72
H 3.3814 0.3752 0.1928 0.1427 -0.2255 0.2684 0.21
H 2.2198 1.5290 0.7600 0.0629 0.3953 -0.0550 0.22
H 3.7976 1.4257 1.5916 -0.0915 -0.1201 0.0171 0.21
H 3.5755 2.1772 -1.3654 -0.5604 0.2435 -0.1235 0.16
H 5.0213 2.1338 -0.4834 0.2688 -0.2411 0.4248 0.15
H 4.0874 4.2749 -0.5358 0.0457 0.0756 -0.0118 0.47
O -0.1793 -0.2611 0.7007 -0.4045 0.5707 0.0127 -1.01
H 0.4103 0.0012 -0.0063 0.0681 0.1008 -0.6986 0.50
H 0.3378 -0.8663 1.2323 0.2167 -0.5076 0.4248 0.50

=====

12
Properties=species:S:1:pos:R:3:forces:R:3:nbo_charge:R:1 method="wB97M-V/def2-TZVPD" gap_ha=0.3791 molar_mass_g_mol=99.09 relative_energy_kcal_mol=52.2 e_homo_ev=-10.021 energy_ha=-360.58617 charge=0
O 2.2388 -1.1893 -0.1714 -0.2918 0.5365 -0.7514 -0.48
C 1.5685 -0.2884 -0.6168 -0.0649 0.0709 0.4414 0.41
C 0.7160 0.5120 0.3494 0.2494 0.1964 0.1780 -0.16
C -0.5919 1.1848 0.0771 -0.1075 0.0939 -0.0465 -0.24
N -0.5292 -0.0722 0.7886 -0.5033 -0.2212 0.0362 -0.42
C -1.2153 -1.1507 0.2346 -0.4401 0.0310 -0.2110 0.52
O -2.2250 -0.9796 -0.4074 0.1703 -0.2752 0.0736 -0.56
H 1.5403 0.0163 -1.6896 0.1375 -0.3744 0.2502 0.13
H 1.3028 0.9544 1.1506 0.1104 -0.2840 0.0446 0.22
H -1.0370 1.1656 -0.9185 0.1770 -0.0872 0.2196 0.22
H -0.8993 2.0133 0.7152 0.2692 -0.0091 -0.3253 0.22
H -0.8686 -2.1662 0.4882 0.2939 0.3224 0.0907 0.14

=====

44
Properties=species:S:1:pos:R:3:forces:R:3:nbo_charge:R:1 method="wB97M-V/def2-TZVPD" gap_ha=0.3385 molar_mass_g_mol=378.41 relative_energy_kcal_mol=0.0 e_homo_ev=-8.994 energy_ha=-1613.97260 charge=0
C -2.7964 -0.9430 2.2317 -0.7106 0.2593 0.1733 -0.61
C -1.3637 -0.4752 2.1968 0.4894 -0.1347 1.0748 -0.40
C -0.2734 -1.5075 1.7513 0.8566 -0.6234 0.9256 0.04
C -0.0970 -2.7521 2.6675 -0.3102 0.5139 0.4543 -0.39
C 0.2092 -2.3636 4.1186 0.5146 -0.4023 -0.4371 -0.61
N 1.0483 -0.8571 1.6471 -0.6477 0.0840 -0.8595 -0.63
C 1.3336 -0.7155 0.3167 2.4599 2.6365 -0.0527 0.81
O 2.2130 0.0563 -0.1085 -1.1705 -1.0568 -0.0198 -0.69
N 0.5001 -1.4717 -0.4948 0.1556 0.5251 1.3211 -0.46
C 0.4126 -1.3841 -1.9285 1.8452 0.0211 -1.0773 -0.31
C 0.3074 0.0724 -2.4139 -0.7705 0.8433 0.6658 0.79
O -0.7199 0.6636 -2.1708 0.8085 0.1526 -0.4488 -0.58
O 1.3910 0.6207 -3.0467 -0.4265 -0.6884 -0.0305 -0.51
C 1.2595 1.9675 -3.5674 -0.1492 -0.6054 1.1281 -0.16
C 1.8048 3.0583 -2.6199 -1.0985 2.2833 -0.5297 0.66
O 1.7552 4.1936 -3.0975 0.6668 -1.1529 0.4161 -0.60
N 2.1076 2.8705 -1.2847 0.0669 -0.8544 -1.2042 -0.63
C 2.4231 3.8847 -0.3871 -0.2211 0.7288 0.4205 0.09
S 3.1775 5.4477 -0.7669 -0.5272 -0.7935 0.6938 0.47
C 3.0775 5.9697 0.9074 -0.1860 0.0097 0.4342 -0.41
C 2.4689 5.0520 1.7049 0.2531 -0.5792 -0.4333 -0.21
C 2.1213 3.8146 0.9514 0.1297 1.5161 1.5503 -0.28
C 1.4662 2.7705 1.6843 -0.5353 -0.9401 0.1490 0.35
N 0.9290 1.9633 2.3269 0.7655 1.2001 -0.7586 -0.40
C -0.4660 -1.9821 0.3245 -3.0492 -0.9128 -0.9405 0.70
O -1.4143 -2.6353 -0.0921 1.0228 0.4159 0.6367 -0.58
H -2.9536 -1.8196 2.8424 0.0878 -0.2214 0.4780 0.20
H -3.0924 -1.2520 1.2503 -0.4253 0.0028 -0.6646 0.22
H -3.4894 -0.1388 2.6010 0.7533 -0.6781 -0.3982 0.22
H -1.3033 0.3784 1.5378 0.2278 0.3307 -0.2310 0.22
H -1.1238 -0.1027 3.2264 0.2947 -0.2872 -0.9315 0.22
H -1.0018 -3.3294 2.6547 -0.6448 -0.2851 -0.1321 0.22
H 0.6844 -3.4359 2.2934 -0.1307 0.5656 -0.0845 0.22
H 0.3213 -3.2548 4.7119 0.1748 -0.5239 0.1906 0.22
H -0.5613 -1.8117 4.6228 -0.4773 0.5075 -0.0797 0.21
H 1.1523 -1.8277 4.1873 0.0485 0.2072 0.0337 0.21
H 1.2768 -0.0373 2.2372 -0.2481 -0.6645 -0.6418 0.45
H 1.3395 -1.8200 -2.3531 -0.6550 -0.0182 0.0662 0.23
H -0.4919 -1.9039 -2.2696 0.3569 0.0562 0.2714 0.28
H 0.1960 2.1519 -3.7232 0.0433 0.3229 0.2469 0.24
H 1.7313 2.0610 -4.5528 0.2746 -0.2840 0.5300 0.23
H 1.9977 1.9235 -0.9238 0.2640 -0.0468 0.2449 0.46
H 3.4343 6.9527 1.2956 -0.2878 -0.9429 -0.9032 0.26
H 2.2930 5.2320 2.7953 0.1108 -0.4863 -1.2469 0.24

=====

11
Properties=species:S:1:pos:R:3:forces:R:3:nbo_charge:R:1 method="wB97M-V/def2-TZVPD" spin_multiplicity=2 gap_ha="0.2528 / 0.1622" molar_mass_g_mol=447.48 s2=1.15 e_homo_ev="-9.084 / -9.018" energy_ha=-2674.59896 charge=0
Tc -0.1213 -0.1217 -0.0871 -0.1075 -0.1005 0.0413 0.61
S 2.9093 2.9094 2.1154 0.3654 0.3647 -0.1868 -0.58
Sb 2.3301 2.3309 0.0616 -2.2829 -2.2895 2.9322 1.16
S 2.0456 -0.2224 -0.0745 -0.1014 1.1021 -0.1697 -0.23
S -0.2221 2.0459 -0.0748 1.0968 -0.1106 -0.1720 -0.23
S 3.1076 3.1072 -1.8570 1.1712 1.1713 -2.4309 -0.16
O -2.6185 -2.6184 1.1621 0.0225 0.0218 -0.1508 -0.72
Cl -2.0773 -2.0774 -0.0157 0.4995 0.5007 -0.0405 2.49
O -2.6016 -2.6008 -1.2110 -0.0071 -0.0076 0.1886 -0.72
O -2.1924 -0.5593 -0.0092 -0.3589 -0.2984 -0.0056 -0.81
O -0.5594 -2.1935 -0.0098 -0.2977 -0.3540 -0.0059 -0.81

=====

71
Properties=species:S:1:pos:R:3:forces:R:3:lowdin_charge:R:1 method="wB97M-V/def2-TZVPD" spin_multiplicity=3 gap_ha="0.2608 / 0.2032" molar_mass_g_mol=908.86 s2=2.01 relative_energy_kcal_mol=0.0 e_homo_ev="-12.838 / -13.481" energy_ha=-3188.73203 charge=+2
Pd -2.0233 -0.3780 0.0311 -0.0549 0.0899 -0.0068 0.31
I -0.6913 -3.0210 -0.7971 0.0534 -0.0206 0.0262 0.90
C -0.0514 -2.9386 1.2216 -0.0036 0.0004 0.0158 -1.05
I -1.3263 -1.6894 2.4002 0.0142 -0.0313 -0.0309 1.01
H 0.9435 -2.5128 1.2528 -0.0003 0.0037 0.0027 -0.02
H -0.0802 -3.9333 1.6497 -0.0067 -0.0004 0.0016 -0.02
N 0.3048 1.7171 1.5425 -0.0039 -0.0299 -0.0063 0.12
C 0.5213 1.5259 0.2241 0.0001 0.0078 0.0076 -0.70
N -0.2113 0.7447 -0.5304 0.0031 0.0035 -0.0053 -0.05
C 0.1981 0.8166 -1.8708 -0.0081 -0.0258 0.0011 -0.33
C -0.3978 0.1627 -2.9431 -0.0004 0.0058 0.0050 -0.06
C 0.1325 0.3449 -4.2080 -0.0014 -0.0067 -0.0062 -0.06
C 1.2380 1.1702 -4.4154 -0.0011 -0.0032 -0.0044 -0.06
C 1.8270 1.8410 -3.3582 -0.0121 0.0030 0.0042 -0.06
C 1.2893 1.6549 -2.0929 0.0066 0.0102 -0.0042 -0.46
S 1.7884 2.3866 -0.5891 0.0182 -0.0003 0.0109 1.15
H -0.2994 1.0757 2.0312 0.0043 0.0138 -0.0099 0.02
H 0.9937 2.2004 2.0940 -0.0046 0.0076 -0.0035 0.11
H -1.2672 -0.4692 -2.7963 -0.0044 0.0011 0.0074 0.06
H -0.3183 -0.1621 -5.0508 0.0013 0.0044 -0.0016 0.11
H 1.6367 1.2934 -5.4127 0.0002 -0.0013 0.0012 0.12
H 2.6767 2.4911 -3.5157 0.0008 -0.0022 -0.0018 0.12
C -5.0164 0.3726 0.5558 -0.0327 0.0226 0.0228 -0.41
P -3.4879 1.2932 1.0290 0.0424 -0.0141 -0.0128 0.94
C -3.5847 2.9760 0.4157 0.0042 0.0029 0.0137 -0.40
C -4.6032 3.8255 0.8550 0.0013 0.0070 -0.0041 -0.08
C -4.6764 5.1164 0.3607 -0.0061 -0.0079 0.0094 -0.05
C -3.7368 5.5612 -0.5632 0.0105 -0.0002 -0.0082 -0.04
C -2.7229 4.7197 -0.9980 -0.0034 0.0122 -0.0040 -0.05
C -2.6442 3.4232 -0.5106 0.0032 -0.0118 0.0072 -0.10
C -3.3978 1.3414 2.8274 -0.0190 -0.0459 -0.0071 -0.40
C -2.7286 2.3995 3.4435 0.0017 0.0050 -0.0130 -0.09
C -2.5508 2.3961 4.8192 0.0019 0.0011 0.0066 -0.05
C -3.0283 1.3401 5.5835 0.0004 -0.0004 0.0058 -0.05
C -3.6892 0.2810 4.9742 -0.0006 0.0002 -0.0042 -0.06
C -3.8715 0.2760 3.5993 0.0103 0.0252 0.0026 -0.17
P -4.2732 -1.0694 -0.3019 -0.0552 -0.0769 -0.0032 0.90
C -5.2840 -2.5372 -0.1243 0.0196 0.0317 0.0063 -0.38
C -4.9020 -3.5115 0.7963 0.0312 0.0005 0.0032 -0.10
C -5.7008 -4.6285 0.9871 -0.0147 -0.0077 -0.0097 -0.05
C -6.8731 -4.7699 0.2578 0.0097 0.0019 0.0054 -0.04
C -7.2526 -3.8015 -0.6649 -0.0021 0.0024 -0.0060 -0.05
C -6.4614 -2.6827 -0.8610 -0.0075 0.0031 -0.0054 -0.07
C -4.1284 -0.6457 -2.0429 0.0142 0.0079 0.0009 -0.39
C -4.1185 0.6824 -2.4801 0.0135 0.0398 -0.0646 -0.09
C -3.8631 0.9726 -3.8146 -0.0125 -0.0048 0.0532 -0.05
C -3.6179 -0.0531 -4.7127 0.0087 -0.0407 0.0047 -0.05
C -3.6197 -1.3790 -4.2820 0.0052 0.0177 -0.0351 -0.05
C -3.8631 -1.6782 -2.9551 -0.0155 0.0085 0.0220 -0.11
H -5.6927 0.9656 -0.0616 0.0116 -0.0042 -0.0078 0.08
H -5.5704 0.0310 1.4312 0.0059 0.0047 0.0065 0.06
H -5.3293 3.4830 1.5834 -0.0012 0.0072 0.0017 0.12
H -5.4624 5.7791 0.6965 -0.0009 -0.0042 0.0017 0.12
H -3.7974 6.5721 -0.9434 0.0007 -0.0015 -0.0017 0.12
H -1.9944 5.0716 -1.7160 0.0012 0.0024 0.0023 0.12
H -1.8584 2.7589 -0.8521 -0.0044 -0.0015 -0.0048 0.09
H -2.3633 3.2304 2.8516 -0.0033 0.0014 0.0090 0.11
H -2.0481 3.2261 5.2973 -0.0003 0.0011 -0.0026 0.12
H -2.8947 1.3467 6.6568 -0.0003 -0.0020 -0.0015 0.12
H -4.0744 -0.5348 5.5714 0.0018 -0.0003 -0.0011 0.12
H -4.3995 -0.5534 3.1417 -0.0037 -0.0059 0.0046 0.09
H -3.9791 -3.3989 1.3543 -0.0104 -0.0019 0.0012 0.07
H -5.4086 -5.3894 1.6978 0.0019 0.0014 0.0006 0.12
H -7.4953 -5.6424 0.4047 0.0014 -0.0006 0.0004 0.12
H -8.1657 -3.9209 -1.2320 0.0013 -0.0008 0.0005 0.12
H -6.7540 -1.9317 -1.5852 -0.0022 0.0002 -0.0007 0.12
H -4.3273 1.4990 -1.8002 -0.0069 -0.0059 -0.0022 0.08
H -3.8690 2.0008 -4.1506 0.0001 0.0027 0.0064 0.12
H -3.4333 0.1747 -5.7541 -0.0013 -0.0044 -0.0008 0.12
H -3.4416 -2.1788 -4.9885 -0.0011 0.0043 -0.0048 0.12
H -3.8793 -2.7111 -2.6260 0.0008 -0.0010 0.0037 0.11

=====

9
Properties=species:S:1:pos:R:3:forces:R:3:nbo_charge:R:1 method="wB97M-V/def2-TZVPD" gap_ha=0.2935 molar_mass_g_mol=91.03 relative_energy_kcal_mol=50.7 e_homo_ev=-4.446 energy_ha=-570.42957 charge=-1
C -2.5326 -1.8330 0.6587 -3.5801 -1.1188 2.1062 -0.32
C -1.6805 -1.7135 -0.1657 1.3887 0.2168 -0.2862 -0.21
O 1.5473 -1.5666 -4.5306 -1.8172 2.2877 2.7072 -1.17
O 1.5473 -0.6035 -2.0617 1.1670 1.5250 1.4239 -1.17
P 0.8449 -0.7908 -3.3340 -0.9040 -3.7861 -3.9689 1.82
H -0.0803 0.1910 -3.9248 1.3628 0.4624 0.3062 -0.20
H -3.4683 -2.0973 1.3151 2.6533 0.8900 -1.7228 0.24
H -0.7796 -1.5889 -0.7480 -0.3789 0.0613 -0.0949 0.28
H -0.3333 -1.4796 -2.8546 0.1084 -0.5382 -0.4707 -0.27

=====

18
Properties=species:S:1:pos:R:3:forces:R:3:nbo_charge:R:1 method="wB97M-V/def2-TZVPD" gap_ha=0.3736 molar_mass_g_mol=88.15 relative_energy_kcal_mol=32.8 e_homo_ev=-9.231 energy_ha=-269.06409 charge=0
C 0.9863 -1.2866 -0.6397 -0.0851 0.2024 -0.1936 -0.71
C 1.3872 -0.0141 0.0423 0.4879 0.3968 2.1363 0.13
N 1.3273 0.2493 1.3104 0.6543 -0.3825 -1.9258 -0.41
C 0.9190 -0.7796 2.2535 -0.5047 0.0307 -0.1527 -0.46
H 1.7003 -2.0744 -0.3879 -0.1752 -0.1189 -0.0734 0.24
H 0.9913 -1.1281 -1.7214 0.0279 -0.1563 0.1228 0.22
H -0.0230 -1.5775 -0.3402 0.1215 -0.1840 0.0020 0.23
H 1.8593 0.7451 -0.6013 -0.4321 -0.0367 0.3628 0.18
H 0.4239 -1.6500 1.8150 0.0312 -0.0603 -0.0899 0.17
H 0.2180 -0.3443 2.9721 0.1787 0.0142 -0.0129 0.21
H 1.7892 -1.1397 2.8121 -0.0296 0.1911 -0.1004 0.21
C -1.2744 1.5324 -0.7332 0.6560 -0.5173 0.8797 -0.41
N -2.4442 0.8983 -1.3105 -0.4533 -0.1801 -0.2577 -0.83
H -1.5285 2.5183 -0.3346 0.0017 -0.1123 -0.1097 0.20
H -0.4767 1.6386 -1.4743 0.2784 0.2105 0.1715 0.16
H -0.8598 0.9327 0.1343 -0.6991 0.7059 -1.0698 0.20
H -2.8058 1.4741 -2.0691 0.0365 -0.1917 0.2046 0.35
H -2.1893 0.0056 -1.7275 -0.0949 0.1885 0.1062 0.35

=====

18
Properties=species:S:1:pos:R:3:forces:R:3:nbo_charge:R:1 method="wB97M-V/def2-TZVPD" gap_ha="0.3538 / 0.3212" molar_mass_g_mol=141.08 relative_energy_kcal_mol=101.7 e_homo_ev="-16.249 / -14.463" energy_ha=-762.25803 charge=+1
C -0.9352 2.3525 0.7036 -0.7421 1.0304 0.6348 -0.27
C -1.6860 -1.9187 -0.5194 -0.3862 -1.2651 -0.1215 -0.27
C 2.3467 -0.1598 -1.3410 1.3460 0.0619 -0.2903 -0.26
O 0.8444 -1.0428 2.6894 0.0619 -0.3550 -1.0814 -0.46
O -0.0670 1.5945 -0.1357 0.5930 -0.7635 -0.5628 -0.77
O -1.4145 -0.5220 -0.3650 0.2778 0.8124 0.0614 -0.78
O 0.9586 -0.4600 -1.2102 -1.0268 -0.0885 0.1720 -0.78
P 0.0046 0.0413 -0.0995 0.1516 0.0208 0.3917 2.19
H -0.3485 2.8393 1.4833 0.0100 -0.1377 -0.1122 0.22
H -1.7129 1.7330 1.1460 0.0118 -0.0290 -0.0395 0.20
H -1.3946 3.1181 0.0746 0.0879 -0.1964 0.0750 0.23
H -2.7549 -2.0491 -0.3509 0.1949 0.0846 -0.0178 0.23
H -1.1259 -2.5113 0.2063 -0.0552 0.1234 -0.0058 0.21
H -1.4262 -2.2349 -1.5302 -0.0126 0.1444 0.0818 0.22
H 2.9196 -0.7111 -0.5955 -0.1159 0.0276 -0.0135 0.22
H 2.5362 0.9090 -1.2492 -0.1493 -0.0460 -0.0149 0.21
H 2.6289 -0.5043 -2.3372 -0.0752 0.1005 0.1886 0.23
H 0.6268 -0.4739 3.4306 -0.1713 0.4748 0.6543 0.43